# 1
19
Properties=species:S:1:pos:R:3 method="wB97M-V/def2-TZVPD" homo_ev="-8.9 / -9.0" s2=0.758 spin_multiplicity=2 e_above_lowest_kj_mol=0.0 total_energy_ev=-78498.324
C -0.3878 0.9360 -0.4589
C -1.3288 0.0207 0.0380
H 1.6625 1.2139 -0.9863
H 0.9543 -2.0366 1.7275
H -2.4865 1.1866 -1.4146
C 0.5948 -1.2190 1.0514
C -2.7327 0.2604 -0.3961
H 3.4644 0.1805 -0.1066
H 3.3567 -1.5452 0.2118
C -0.7945 -1.0427 0.8622
C 1.5037 -0.3941 0.3807
H -3.2950 -0.5380 -0.9063
H -3.3374 0.8311 0.3365
H -1.3912 -1.7981 1.4305
H 3.3486 -0.3801 1.5493
H -0.6047 1.9100 -0.9648
C 0.9648 0.6188 -0.4271
Br -2.4830 2.3588 -2.4569
C 2.9917 -0.5630 0.5296

# 2
23
Properties=species:S:1:pos:R:3 method="wB97M-V/def2-TZVPD" homo_ev=-9.0 spin_multiplicity=1 smiles=C[C@H](CN)NCN.O e_above_lowest_kj_mol=171.9 total_energy_ev=-10907.758
H -1.3124 -0.9278 -1.1572
H -1.8218 1.0822 -1.0858
C 0.8006 -1.9783 1.2755
N 1.6074 1.9576 -0.0504
H 2.5848 0.8684 -1.5054
H 1.1682 -1.1098 -1.3616
H 2.7074 0.1087 0.1790
H 1.0461 1.7898 0.7813
C 2.0694 0.5816 -0.5687
H 0.8628 2.1676 -0.7277
O -1.6702 1.9595 -0.7271
C 0.2453 -0.8917 0.4127
H -2.4970 2.4629 -0.7282
H -2.2115 0.4225 0.5526
H -2.4406 -0.9413 1.5514
C -1.1817 -1.1729 -0.1134
N -2.2951 -0.5737 0.6212
H 0.2440 -0.0019 1.0587
N 0.9119 -0.2442 -0.8917
H 0.4921 -1.9446 2.3312
H -1.2529 -2.2975 -0.0558
H 1.8828 -2.0240 1.3694
H 0.4785 -2.9987 0.8932

# 3
108
Properties=species:S:1:pos:R:3 method="wB97M-V/def2-TZVPD" homo_ev="-6.7 / -6.7" s2=0.758 spin_multiplicity=2 e_above_lowest_kj_mol=0.0 total_energy_ev=-203557.576
N -1.0644 0.3551 -3.5579
C -5.3927 -0.2592 2.6020
F -2.5568 5.1347 0.7225
H 4.4204 -3.6417 -1.5357
C -2.6880 -0.0946 3.0008
H 1.3805 1.5894 -2.4588
C -4.6143 0.6515 1.8975
H 2.9059 1.0874 6.1744
C 5.8099 -2.0831 -1.8879
H -0.5154 -3.2085 -1.9046
H -1.2883 -3.3102 -4.5003
H 3.8636 -1.5756 4.0292
H -3.8262 0.0986 -4.9324
H 7.0237 -0.3368 -2.1940
Ge -2.0519 1.9670 1.0289
H 1.9090 2.2463 -0.1384
C 2.0648 -3.3119 0.0289
F -6.7092 -0.3218 2.4056
N 1.7325 -0.3605 1.7452
C 0.3723 4.7427 4.1308
N 2.3324 -2.1057 -0.5732
C 6.0572 -0.7201 -1.9038
H 1.8769 2.2216 3.8834
C 4.5877 -2.5800 -1.4876
H 0.8388 1.4705 1.7848
C -1.3497 -2.3582 -5.0315
F 1.0870 5.4781 4.9742
C -3.4182 -1.0170 3.7301
F -1.3718 -0.0055 3.2372
N 2.6263 0.5566 -1.1262
H 3.1037 1.5867 -2.9141
H 4.2995 1.6535 5.2634
O 0.2705 -1.0461 -2.3998
Co 1.0038 -0.7726 -0.3139
H 4.0565 -4.0779 0.3743
H -2.7400 -1.6235 -3.5619
C 3.7797 -0.3305 -1.2168
H 6.5789 -2.7772 -2.1980
H 2.7374 -2.1501 1.9410
C 3.2035 -0.8531 3.5708
F -5.2215 5.1199 -3.1399
N -0.2703 -2.5208 0.0599
F 0.2018 4.0001 0.6097
H -2.8354 -0.3143 -6.3110
C -3.2448 0.7501 2.0596
H 3.3610 -6.1065 1.4838
C -3.8622 2.3990 -1.1982
C 1.2663 -5.6684 1.3925
C 3.5523 -1.7236 -1.0599
F -1.0096 3.9982 5.8897
C -1.1482 3.1717 2.3419
C -4.5528 3.0679 -2.1938
C 2.1074 1.2388 3.4929
H -1.8419 -2.2028 -1.2849
H 0.1459 -0.8706 -5.5511
H 3.5132 2.4724 -0.8592
C -1.1277 -2.9877 -1.0356
C -1.7613 0.7389 -4.7665
H -1.6754 -3.8885 -0.7336
C 2.8658 1.7630 -0.3310
H 0.7683 -2.1922 -4.5660
C 0.6772 4.7323 2.7745
F -5.5148 -1.9813 4.2051
F -5.2480 1.4638 1.0417
C 2.5695 -1.1789 2.3843
H -1.7230 -3.0351 1.5401
H 3.3376 1.5014 0.6115
C -2.6613 -1.6732 -4.6497
C -3.8761 5.1472 -1.2033
F -2.4654 2.5387 4.2031
C -0.6958 3.9876 4.5942
C 0.7107 -3.5499 0.3876
C -4.7890 -1.1040 3.5220
H -1.0325 0.9012 -5.5667
C -3.1975 4.4327 -0.2228
H 4.2466 -0.0153 5.8417
C 0.3304 -4.7191 1.0182
H -0.4653 -1.8752 2.0312
H -1.7641 -1.3640 0.9294
F 1.6826 5.4734 2.3141
H -3.4933 -2.2984 -4.9807
C 3.6481 0.7953 5.4316
S -0.6558 1.0287 -0.3096
H -1.2180 0.8575 -2.6883
H 2.1291 0.1132 -3.1170
C -4.5577 4.4585 -2.1975
C 3.0040 -4.2620 0.4915
C 2.6056 -5.4103 1.1459
F -5.2150 2.3970 -3.1395
H -1.3520 -2.5976 -6.0974
F -3.8815 6.4795 -1.1918
C -0.0886 -1.5352 -4.7180
C -2.8420 -0.2686 -5.2194
H -0.7152 -4.8865 1.2382
C 2.9852 0.3878 4.1577
H -2.2149 1.7115 -4.5677
C -1.4345 3.2297 3.6962
C 2.2873 0.9875 -2.4909
C 1.5181 0.8247 2.3178
C -3.1689 3.0523 -0.1909
C -0.0901 3.9577 1.9144
C -1.1107 -2.1897 1.2114
H 0.9574 -6.5747 1.8912
C 5.0184 0.1482 -1.5977
F -3.8821 1.0575 -1.2108
H 5.1670 1.2165 -1.6874
C -0.2642 -0.7143 -3.4564
F -2.8238 -1.8107 4.6217

# 4
170
Properties=species:S:1:pos:R:3 method="wB97M-V/def2-TZVPD" homo_ev="0.7 / -6.6" s2=0.751 spin_multiplicity=2 total_charge=-1 e_above_lowest_kj_mol=318.6 total_energy_ev=-78627.902
H 13.2331 20.7583 -21.3620
C 6.0351 15.5249 -15.1337
H 3.9665 19.8441 -17.9184
C 8.7851 15.0708 -12.4845
H 6.3606 15.2859 -12.8305
H 1.4238 15.4025 -21.5485
H 8.0152 17.5140 -22.0959
C 3.0377 20.9547 -23.1767
H 9.8538 14.9907 -12.6833
H 8.0093 18.9594 -17.2202
H 7.4337 22.9355 -17.2306
H 2.5322 14.7491 -16.0368
H 0.1107 21.4684 -20.5925
H 0.0163 16.6510 -13.1070
H 3.6900 21.7901 -22.9221
H 7.2696 15.3089 -19.1508
H 2.5638 17.0590 -19.6816
N 12.3111 17.6155 -20.4466
O 5.7823 16.4829 -18.7196
H 9.2957 17.2690 -23.1449
H 4.4893 18.5072 -13.9780
H 2.9698 21.1507 -24.2467
N 10.4934 13.9016 -15.9130
H 2.2681 15.1816 -23.0406
H 1.8228 13.8430 -14.8299
O 3.4560 11.6114 -15.0482
H 2.3962 19.4025 -17.6666
H 7.2865 22.5593 -18.7196
C 12.0928 19.0218 -20.8523
C 0.9648 21.0763 -20.0402
H 11.8807 15.7735 -14.3931
C 1.6572 15.8977 -22.4910
H 7.3440 21.6815 -15.4256
H 4.3734 21.4666 -14.8157
H 2.0799 10.0254 -14.6000
O -4.2668 16.5486 -18.7210
H 2.9746 10.9583 -17.1012
C 3.6324 18.1526 -13.4052
C 13.3742 19.6775 -21.3469
H 1.1771 15.8991 -9.7518
H 0.0919 12.7472 -25.8334
H 2.8262 18.8849 -13.3620
H -2.9822 16.6140 -16.9037
H -0.7062 16.1819 -18.3296
H 9.0874 20.3104 -16.9468
O 13.5354 15.8949 -15.5732
C 6.9962 16.3311 -19.4123
H 0.2290 18.3032 -22.4111
H 10.7100 20.1945 -22.1018
H 10.1185 14.1536 -15.0096
H 3.0334 10.5904 -13.2920
H 11.2893 18.6878 -22.8793
H 7.7753 15.5555 -15.8211
H 1.2901 19.2731 -19.2946
H 8.6328 16.0709 -12.0788
H 0.7856 14.5874 -16.1050
C 8.2694 19.9569 -17.5745
C -0.4745 15.1653 -23.7009
H 11.4624 17.2118 -20.0767
H 1.3684 23.0454 -19.3319
H -4.8732 14.5907 -18.8268
H 5.9001 18.5188 -18.5855
H 6.7039 15.5737 -17.0482
H 14.1795 15.4950 -17.6192
H 9.9834 16.5807 -15.9171
O 5.5725 22.1940 -16.3319
H -1.7440 16.1929 -19.8460
C 3.0102 16.6594 -11.4700
H 3.7264 22.8256 -15.5394
O 8.1193 14.9867 -13.8052
C 0.3780 16.3955 -23.2188
C 1.4201 16.8537 -11.5205
C 0.8164 15.7462 -10.7690
H -0.7983 19.1892 -18.3033
C 1.7094 14.0485 -15.8943
H -0.5341 12.7206 -24.2954
H 6.3362 20.7644 -18.1583
H 4.8040 13.9701 -14.6716
H 8.6248 18.9331 -22.9789
H 1.7601 11.5939 -13.9163
H 0.4886 22.0286 -18.1282
C 4.6877 22.4343 -15.2067
H 8.5736 19.8366 -18.6143
O 3.7578 17.7508 -12.0594
C 2.2453 20.9103 -20.9059
C 3.7654 17.8480 -18.0936
C 11.3930 14.9574 -16.3134
H 7.0386 16.6931 -13.6710
H -6.1079 15.7188 -18.2515
N 0.5453 11.9197 -16.4486
H 13.6704 19.3896 -22.3556
H -1.4735 15.4616 -24.0205
H -1.4037 13.7100 -25.5131
H 1.2256 17.6360 -13.3468
H 1.1093 17.8606 -11.2417
H 1.0370 14.7382 -11.1203
H -0.7435 14.4993 -22.8810
C 5.5364 14.1405 -15.4606
H 10.0160 15.7896 -17.5315
C 2.5650 10.9237 -14.2181
H 0.7242 17.0392 -24.0276
H 3.3890 17.4231 -14.1776
N 7.7464 22.2305 -17.8827
C 8.9107 18.0206 -22.4557
H -2.5008 18.4529 -19.2907
O 1.9009 21.1250 -22.2877
H 4.0109 17.5947 -17.0622
H 3.8176 12.3884 -16.8288
O 0.2154 14.5200 -24.7366
C 2.8032 16.8237 -18.6446
H 11.7975 19.6172 -19.9884
C 6.5892 21.2467 -16.0808
H -0.0164 19.2956 -20.1853
H 12.8679 17.6273 -19.6040
H -0.1330 12.3774 -17.0406
C 12.3352 15.1769 -15.1840
H 3.2425 15.8262 -18.6472
H 11.2816 16.8995 -17.1547
N 6.9225 15.9841 -16.1516
H 2.7476 19.9444 -20.8526
C 6.8081 15.6316 -13.7623
H -4.8917 15.2539 -17.1111
C 14.3734 15.2014 -16.5876
H -1.1183 17.6757 -22.9079
C 1.2351 22.0442 -18.9222
C 10.6152 16.1652 -16.7021
C 7.1698 21.0065 -17.4990
H 4.9876 18.0464 -19.8679
H 2.2650 16.6917 -22.0572
H 11.8346 14.8305 -17.3018
H 9.6942 13.8299 -16.5264
O 9.7280 18.5274 -21.4404
H 14.2369 19.5851 -20.6871
C -5.0565 15.4426 -18.1719
H 6.8205 16.2122 -20.4814
C 5.1817 17.7396 -18.8401
H 8.5143 14.1720 -11.9304
H -2.1972 19.5560 -17.6466
H 1.8447 16.8066 -18.1258
H -0.3355 17.1938 -19.6591
H 12.6385 14.2161 -14.7681
N -0.2859 17.4346 -22.3891
H 3.2885 15.8122 -12.0969
H 15.4325 15.3410 -16.3709
C -0.4272 13.4054 -25.1367
C 2.9868 11.8113 -16.4228
H 6.2321 20.3108 -15.6509
H 4.9552 14.2287 -16.3785
N 3.2437 19.1857 -18.1714
C 10.9364 19.1389 -21.9519
H 0.6965 11.0491 -16.9377
H 2.2116 21.7998 -18.5043
H 14.3200 14.1134 -16.5499
H 6.3902 13.4660 -15.3947
C -1.1800 16.7716 -19.1144
H 7.8404 16.9798 -19.1790
H 3.0216 21.5589 -20.4998
C -2.2024 17.8152 -18.4586
N -1.5237 18.8063 -17.7139
H 3.6935 20.1226 -22.9204
H -3.9825 17.9321 -17.2637
C 1.7482 12.7096 -16.7246
H 5.1384 16.1381 -15.0446
N 0.9962 16.7647 -12.8904
N 0.4505 19.8116 -19.4532
H 5.1375 23.0500 -14.4278
H -0.2732 15.7752 -10.7615
H 1.7682 12.9074 -17.7963
C -3.3759 17.1707 -17.7541
H 3.4054 16.4376 -10.4787